Entry from OMol25: a 2-piece molecular cluster, C5H12OSi overall (ωB97M-V/def2-TZVPD).

Calculated values
ΔE to the lowest compared entry with this formula, charge and spin in kJ/mol: 466.6
Net charge: 0

Atoms and positions in Å:
C (-2.10457, -0.46792, -0.20345)
C (-1.08358, -1.06510, -0.74563)
C (-1.96850, 0.94870, 0.27195)
C (-0.98236, -2.48538, -1.17564)
C (2.52994, 1.58819, 1.53849)
O (1.97686, 1.47880, 0.25176)
Si (1.49881, 0.16134, -0.68969)
H (-3.07874, -0.87751, -0.20447)
H (-1.90390, 1.68186, -0.62429)
H (-2.84014, 1.24230, 0.95431)
H (-1.01686, 1.34190, 0.87499)
H (-0.69397, -2.90147, -0.21347)
H (-2.04364, -2.82981, -1.41644)
H (-0.06120, -2.63570, -1.84915)
H (3.60399, 1.43323, 1.40413)
H (2.17943, 0.75586, 2.20187)
H (2.45291, 2.58594, 1.94108)
H (2.37868, -0.95453, -0.41173)
H (1.15686, 0.99929, -1.90462)